C4H5NO2 | ωB97M-V with the def2-TZVPD basis set

XYZ file:
```
12
Properties=species:S:1:pos:R:3:forces:R:3
C -0.223 0.833 0.701 -1.3 1.8 3.7
C 0.992 0.922 -0.100 2.6 -2.0 -0.2
C -0.990 0.351 -0.260 0.6 -0.8 -1.9
C 0.489 0.118 -1.043 -0.9 1.7 0.4
N 1.105 -0.101 -2.288 0.7 0.1 -1.3
O 2.300 0.183 -2.341 -0.3 -0.3 0.0
O 0.456 -0.507 -3.242 -0.2 0.0 0.5
H -0.312 1.155 1.795 -0.5 -0.4 -1.9
H 2.047 1.235 0.077 -1.2 0.2 -0.3
H -0.689 -2.850 0.341 0.3 1.3 -1.2
H -1.991 0.261 -0.694 0.4 -0.2 0.9
H -0.559 -2.279 -0.207 -0.3 -1.3 1.2
```
Forces are in eV/Å.

Summary:
- total charge = 0
- gap between HOMO and LUMO (spin up / spin down) (eV) = 7.793 / 7.792
- HOMO level (spin up / spin down) (eV) = -9.03 / -9.03
- lowest unoccupied orbital energy (spin up / spin down) (eV) = -1.2 / -1.2
- energy above the lowest of the compared OMol25 structures with the same formula, charge and spin (kcal/mol) = 202.0

---

C35H44N3O3PtSSi | ωB97M-V with the def2-TZVPD basis set

XYZ file:
```
88
Properties=species:S:1:pos:R:3:forces:R:3
Pt -0.663 0.214 0.146 -0.2 -0.1 0.0
O 2.788 4.803 3.899 0.0 0.0 0.0
C 2.629 5.017 2.514 0.0 0.0 0.0
C 1.887 3.855 1.921 0.0 0.0 0.0
C 1.745 3.729 0.546 0.0 0.0 0.0
C 1.019 2.677 0.033 -0.1 -0.1 0.1
N 0.439 1.753 0.809 -0.1 0.2 0.1
C 0.632 1.823 2.144 0.0 0.0 -0.1
C 1.331 2.870 2.720 0.0 0.0 0.0
C 0.121 0.680 2.931 0.0 0.0 0.0
C 0.222 0.599 4.307 0.0 0.0 0.0
C -0.197 -0.553 4.963 0.0 0.0 0.0
C -0.101 -0.635 6.468 0.0 0.0 0.0
O 1.109 -0.097 6.960 0.0 0.0 0.0
C -0.687 -1.596 4.195 -0.1 0.0 0.0
C -0.777 -1.438 2.824 0.0 -0.1 0.0
N -0.399 -0.325 2.202 0.1 0.0 -0.1
H 3.257 5.548 4.285 0.0 0.0 0.0
H 3.595 5.116 2.007 0.0 0.0 0.0
H 2.054 5.929 2.314 0.0 0.0 0.0
H 2.195 4.440 -0.134 0.0 0.0 0.0
H 0.897 2.550 -1.028 -0.1 0.0 -0.1
H 1.468 2.927 3.788 0.0 0.0 0.0
H 0.638 1.410 4.886 0.0 0.0 0.0
H -0.260 -1.665 6.798 0.0 0.0 0.0
H -0.894 -0.026 6.905 0.0 0.0 0.0
H 1.834 -0.692 6.741 0.0 0.0 0.0
H -1.003 -2.527 4.648 0.0 0.0 0.0
H -1.153 -2.232 2.192 0.0 0.0 0.0
C -1.112 0.952 -1.710 0.1 0.1 0.1
Si -0.081 0.230 -3.089 0.0 0.0 0.0
C 1.730 0.073 -2.529 0.1 -0.1 0.0
N 1.943 -0.392 -1.163 0.1 0.1 -0.1
C 3.172 0.099 -0.519 0.0 -0.1 0.0
C 4.214 -0.995 -0.320 0.0 0.0 0.0
C 3.660 -2.095 0.593 0.0 0.0 0.0
C 2.151 -2.288 0.356 0.0 0.0 0.0
C 1.759 -1.832 -1.039 0.0 0.0 0.0
C -0.830 -1.374 -3.733 0.0 0.0 0.0
C -0.066 -2.498 -4.052 0.0 0.0 0.0
C -0.645 -3.637 -4.597 0.0 0.0 0.0
C -2.007 -3.669 -4.858 0.0 0.0 0.0
C -2.785 -2.553 -4.573 0.0 0.0 0.0
C -2.200 -1.427 -4.011 0.0 0.0 0.0
C -0.032 1.423 -4.546 0.0 0.0 0.0
C 0.483 2.711 -4.368 0.0 0.0 0.0
C 0.534 3.625 -5.408 0.0 0.0 0.0
C 0.064 3.266 -6.665 0.0 0.0 0.0
C -0.450 1.995 -6.867 0.0 0.0 0.0
C -0.495 1.085 -5.818 0.0 0.0 0.0
H -2.172 0.740 -1.894 0.1 0.0 -0.1
H -1.040 2.042 -1.757 0.0 0.1 0.1
H 2.119 1.094 -2.611 0.0 0.0 0.0
H 2.313 -0.508 -3.267 0.0 0.0 0.0
H 2.920 0.535 0.460 0.0 0.0 0.0
H 3.586 0.908 -1.124 0.0 0.0 0.0
H 5.126 -0.568 0.099 0.0 0.0 0.0
H 4.484 -1.409 -1.294 0.0 0.0 0.0
H 3.837 -1.828 1.638 0.0 0.0 0.0
H 4.197 -3.028 0.415 0.0 0.0 0.0
H 1.581 -1.687 1.068 0.0 0.0 0.0
H 1.862 -3.329 0.506 0.0 0.0 0.0
H 0.712 -2.066 -1.245 0.0 0.0 0.0
H 2.361 -2.381 -1.787 0.0 0.0 0.0
H 1.003 -2.490 -3.876 0.0 0.0 0.0
H -0.029 -4.496 -4.833 0.0 0.0 0.0
H -2.457 -4.548 -5.301 0.0 0.0 0.0
H -3.844 -2.560 -4.804 0.0 0.0 0.0
H -2.821 -0.560 -3.804 0.0 0.0 0.0
H 0.858 3.017 -3.394 0.0 0.0 0.0
H 0.940 4.616 -5.244 0.0 0.0 0.0
H 0.102 3.975 -7.482 0.0 0.0 0.0
H -0.814 1.708 -7.846 0.0 0.0 0.0
H -0.894 0.094 -6.001 0.0 0.0 0.0
O -1.611 -1.481 -0.562 0.1 0.0 0.0
S -2.884 -2.042 0.084 -0.2 0.1 -0.1
C -3.237 -3.475 -0.957 0.0 0.0 0.0
C -4.715 -3.377 -1.308 0.0 0.0 0.0
C -4.956 -1.911 -1.664 0.0 0.0 0.0
C -4.286 -1.081 -0.568 0.0 0.0 0.0
H -2.945 -4.382 -0.432 0.0 0.0 0.0
H -2.599 -3.328 -1.833 0.0 0.0 0.0
H -5.332 -3.668 -0.454 0.0 0.0 0.0
H -4.956 -4.051 -2.129 0.0 0.0 0.0
H -6.017 -1.677 -1.732 0.0 0.0 0.0
H -4.499 -1.686 -2.628 0.0 0.0 0.1
H -4.946 -0.882 0.276 0.0 0.0 0.0
H -3.855 -0.139 -0.905 0.0 0.0 0.0
```
Forces are in eV/Å.

Summary:
- total charge = +1
- gap between HOMO and LUMO (eV) = 6.677
- HOMO level (eV) = -9.75
- lowest unoccupied orbital energy (eV) = -3.1
- energy above the lowest of the compared OMol25 structures with the same formula, charge and spin (kcal/mol) = 2.7

---

C10H7CdN2O5 | ωB97M-V with the def2-TZVPD basis set

XYZ file:
```
25
Properties=species:S:1:pos:R:3:forces:R:3
O 1.264 0.601 -5.831 0.8 0.1 -1.0
C 0.580 0.473 -4.963 -0.8 -0.1 1.0
Cd -0.485 -1.101 -0.684 2.6 0.6 -1.6
O -1.909 0.722 -2.918 1.8 -2.6 2.6
C -1.484 0.003 -2.119 -4.1 4.8 -5.0
C -2.193 -1.278 0.589 -5.0 -0.2 3.9
O -3.023 -1.242 1.371 2.0 0.0 -1.9
C 0.594 -2.599 0.231 4.0 -5.6 4.2
O 1.307 -3.338 0.764 -2.1 2.6 -2.2
C -1.351 -2.880 -1.892 -1.5 -2.4 -1.4
O -1.674 -3.735 -2.550 0.5 0.7 0.3
H 0.707 -1.341 -1.987 0.7 0.1 -0.5
N -0.028 -0.776 2.599 0.1 0.3 0.4
C 0.290 0.325 1.879 1.1 2.6 0.8
C 0.802 1.467 2.531 0.2 0.1 0.7
C 1.142 2.595 1.819 -0.1 -0.2 0.1
C 0.989 2.628 0.424 0.0 -0.1 -0.3
C 0.492 1.507 -0.193 0.7 1.6 0.9
N 0.174 0.464 0.591 -0.9 -1.5 -1.8
H -0.392 -1.631 2.272 -0.2 -0.6 -0.5
H 0.117 -0.741 3.589 0.0 0.1 0.2
H 0.919 1.418 3.604 0.1 0.2 0.1
H 1.537 3.469 2.330 -0.1 -0.2 0.0
H 1.255 3.496 -0.154 0.1 0.2 0.0
H 0.370 1.495 -1.305 0.1 -0.4 1.2
```
Forces are in eV/Å.

Summary:
- total charge = +1
- gap between HOMO and LUMO (eV) = 7.612
- HOMO level (eV) = -11.68
- lowest unoccupied orbital energy (eV) = -4.1
- energy above the lowest of the compared OMol25 structures with the same formula, charge and spin (kcal/mol) = 42.4

---

C3H5N7O2 | ωB97M-V with the def2-TZVPD basis set

XYZ file:
```
17
Properties=species:S:1:pos:R:3:forces:R:3
C -2.373 0.154 0.334 2.1 0.8 -0.6
C 0.162 -0.078 0.050 -2.7 1.5 -1.2
C -0.976 0.935 0.395 -1.5 -2.6 2.7
N -4.346 -0.412 0.574 -3.7 -0.7 0.2
N -3.433 0.282 1.117 3.7 2.3 1.3
N -2.698 -0.677 -0.685 -3.8 3.5 5.5
N -3.998 -0.935 -0.504 0.4 -2.5 -2.7
N 1.246 0.022 0.767 2.9 -0.3 1.1
N -0.187 -0.841 -0.879 0.8 -2.4 -1.8
N -1.022 2.142 -0.411 0.2 2.5 -0.7
O -0.245 3.071 -0.063 -1.5 -2.1 -1.0
O -1.864 2.192 -1.297 1.3 0.3 0.7
H -0.816 1.290 1.440 -0.3 -0.2 -0.8
H 1.402 0.816 1.355 -0.1 0.2 0.1
H 2.093 -0.445 0.449 -0.4 0.1 0.2
H -2.089 -0.927 -1.334 2.8 -1.7 -3.9
H 0.394 -1.654 -1.201 -0.2 1.4 0.8
```
Forces are in eV/Å.

Summary:
- total charge = 0
- SMILES = [H]/N=C(\N)[C@H](c1nnn[nH]1)[N+](=O)[O-]
- gap between HOMO and LUMO (eV) = 9.606
- HOMO level (eV) = -10.27
- lowest unoccupied orbital energy (eV) = -0.7
- energy above the lowest of the compared OMol25 structures with the same formula, charge and spin (kcal/mol) = 56.6

---

C19H33N4O5 | ωB97M-V with the def2-TZVPD basis set

XYZ file:
```
61
Properties=species:S:1:pos:R:3:forces:R:3
C -4.241 3.874 4.643 -0.2 0.9 0.1
C -4.780 2.389 4.204 -3.8 -3.0 4.4
O -5.545 1.725 5.112 5.1 3.9 -5.6
N -4.557 1.701 2.875 1.8 1.9 1.3
C -4.203 2.666 1.763 -1.1 0.6 -0.8
C -3.597 0.534 2.968 -0.4 -1.8 0.9
C -4.043 -0.734 2.006 -1.2 1.0 -0.1
C -3.530 -0.618 0.454 0.3 -0.9 -0.4
C -1.903 -0.561 0.259 -1.6 1.9 -1.6
N -1.153 -1.773 0.771 0.5 -0.4 0.1
C -1.205 -2.987 -0.131 -0.6 -2.7 -1.6
C -0.094 -4.153 0.225 0.4 -1.2 0.2
N 1.317 -3.643 0.413 -1.1 1.0 1.2
C 1.252 -2.590 1.509 -0.3 0.0 -0.3
C 0.312 -1.363 0.916 3.1 0.2 1.3
C 1.016 -0.868 -0.479 -0.3 1.6 -0.5
C 1.304 0.768 -0.353 1.0 -1.0 -0.5
N 2.369 0.889 0.757 -0.6 0.5 -1.4
H -4.461 4.723 3.847 0.5 -2.0 1.5
H -3.085 3.905 4.864 -2.2 -0.4 -0.7
H -4.776 4.241 5.645 1.0 -1.3 -2.3
H -4.817 3.667 1.915 1.4 -2.2 -0.3
H -3.067 2.938 1.685 -2.0 -0.6 0.1
H -4.630 2.192 0.754 1.2 1.1 2.1
H -2.480 0.793 2.728 -1.9 0.0 0.5
H -3.672 0.125 4.087 0.2 1.0 -2.5
H -5.236 -0.710 1.964 2.6 -0.1 0.2
H -3.766 -1.738 2.542 -0.3 1.8 -1.2
H -3.904 -1.575 -0.143 0.7 2.0 1.2
H -3.970 0.314 -0.137 1.0 -2.0 1.5
H -1.459 0.432 0.742 -0.9 -2.5 -0.9
H -1.715 -0.515 -0.919 -0.2 -0.1 2.7
H -1.552 -2.081 1.709 0.7 0.7 -1.2
H -1.062 -2.709 -1.266 -0.2 -0.1 2.5
H -2.268 -3.523 -0.055 2.3 1.4 0.0
H -0.367 -4.758 1.217 -0.1 1.2 -2.1
H -0.062 -4.894 -0.705 -0.4 1.6 2.1
H 1.992 -4.391 0.684 -1.1 0.7 -0.3
H 0.753 -3.023 2.476 0.9 0.8 -1.4
H 2.345 -2.212 1.757 -2.5 -0.5 -0.5
H 0.321 -0.511 1.745 0.1 -1.7 -2.0
H 2.065 -1.371 -0.702 -2.4 0.8 0.9
H 0.362 -1.048 -1.446 1.2 0.2 2.1
H 1.787 1.081 -1.380 -1.3 -0.4 1.9
H 0.339 1.390 -0.108 2.0 -1.2 -0.5
H 3.283 0.603 0.309 -1.3 0.8 0.8
H 2.436 1.882 1.093 0.1 -1.4 -0.7
C 4.313 1.755 -3.769 0.0 0.1 0.0
C 4.571 0.576 -3.200 -0.8 0.3 1.2
C 5.429 -0.437 -3.874 0.6 -0.9 -0.3
O 5.664 -1.504 -3.318 -0.4 0.8 0.0
C 5.964 -0.111 -5.206 -0.1 -0.3 0.4
C 5.703 1.067 -5.776 0.9 0.0 -1.8
C 4.868 2.091 -5.089 -0.4 1.1 -0.1
O 4.661 3.171 -5.630 0.3 -1.0 0.3
O 6.200 1.379 -7.028 -1.1 0.3 1.9
O 4.051 0.253 -1.960 0.9 -0.4 -1.2
H 3.693 2.502 -3.288 0.1 0.0 0.0
H 6.571 -0.863 -5.692 0.0 0.0 0.0
H 5.874 2.286 -7.219 0.2 -0.4 0.0
H 4.383 -0.651 -1.766 0.0 0.3 -0.2
```
Forces are in eV/Å.

Summary:
- total charge = +1
- gap between HOMO and LUMO (eV) = 8.255
- HOMO level (eV) = -11.84
- lowest unoccupied orbital energy (eV) = -3.6

---

ClO4Sr | ωB97M-V with the def2-TZVPD basis set

XYZ file:
```
6
Properties=species:S:1:pos:R:3:forces:R:3
Sr -0.527 -0.561 3.474 0.4 0.5 -1.8
Cl 0.046 -0.004 -0.692 5.7 8.1 -2.9
O 0.331 0.546 -1.992 0.1 -1.9 -0.7
O -0.486 -1.265 -0.761 -1.7 -3.7 1.3
O 1.302 0.205 0.090 0.4 -3.3 1.0
O -0.667 1.078 -0.119 -5.0 0.4 3.0
```
Forces are in eV/Å.

Summary:
- total charge = +1
- gap between HOMO and LUMO (eV) = 3.714
- HOMO level (eV) = -11.66
- lowest unoccupied orbital energy (eV) = -7.9
- energy above the lowest of the compared OMol25 structures with the same formula, charge and spin (kcal/mol) = 95.6

---

C6H6N2 | ωB97M-V with the def2-TZVPD basis set

XYZ file:
```
14
Properties=species:S:1:pos:R:3:forces:R:3
C 3.272 -0.252 0.029 0.2 -1.6 -0.4
C 2.036 -0.107 -0.035 3.5 -0.6 -0.3
C 0.618 -0.088 -0.138 -1.7 -2.7 0.9
C -0.101 -1.350 -0.060 6.2 2.2 1.3
C -2.259 -0.489 -0.052 5.7 -0.6 1.5
C -0.152 1.150 0.082 -0.9 2.3 0.1
H 4.423 -0.729 0.000 -4.0 2.0 0.2
H 0.802 -2.147 0.132 -3.1 1.0 -0.8
H -3.394 -0.566 -0.148 2.0 0.2 0.3
H -2.279 1.626 -0.294 2.6 -3.2 1.5
H -0.077 1.955 -0.700 0.4 -0.9 0.2
H 0.090 1.823 1.015 -0.4 -1.8 -0.9
N -1.394 -1.573 0.122 -4.7 1.2 -1.4
N -1.586 0.748 0.048 -5.7 2.5 -2.1
```
Forces are in eV/Å.

Summary:
- total charge = 0
- SMILES = C#CC1=CN=CNC1
- gap between HOMO and LUMO (eV) = 7.289
- HOMO level (eV) = -7.36
- lowest unoccupied orbital energy (eV) = -0.1
- energy above the lowest of the compared OMol25 structures with the same formula, charge and spin (kcal/mol) = 113.4

---

CH3O2S | ωB97M-V with the def2-TZVPD basis set

XYZ file:
```
7
Properties=species:S:1:pos:R:3:forces:R:3
S 1.675 -1.546 -0.628 0.4 -0.3 0.1
H 1.810 -1.426 -1.951 -0.1 0.1 -0.2
O -1.356 0.984 -0.623 -0.1 0.4 -0.6
C -0.913 0.965 0.478 0.0 -0.7 0.2
O -0.593 -0.197 1.110 0.9 0.4 0.2
H -0.702 1.853 1.083 -0.2 0.1 0.2
H 0.079 -0.632 0.531 -0.8 -0.1 0.1
```
Forces are in eV/Å.

Summary:
- total charge = 0
- expectation value of S² = 0.753
- gap between HOMO and LUMO (spin up / spin down) (eV) = 11.277 / 7.235
- 2S+1 = 2
- HOMO level (spin up / spin down) (eV) = -10.69 / -10.47
- lowest unoccupied orbital energy (spin up / spin down) (eV) = 0.6 / -3.2
- energy above the lowest of the compared OMol25 structures with the same formula, charge and spin (kcal/mol) = 0.6

---

One value per record, in order, for largest force on an atom: 4.26, 0.27, 8.13, 7.54, 8.50, 10.30, 6.72, 0.96 eV/A.